# 1
Formula: H10LiO5
Source: the Open Molecules 2025 dataset
Level of theory: ωB97M-V with the def2-TZVPD basis set

Geometry (Å):
Li -0.410 0.045 0.224
O -1.837 -1.238 0.741
H -2.800 -1.203 0.793
H -1.601 -2.115 1.071
O 1.224 -0.699 1.216
H 1.719 -1.254 0.602
H 1.569 -0.917 2.090
O -0.845 0.528 -1.799
H -1.408 1.030 -2.399
H -0.040 0.361 -2.300
O -0.701 1.801 1.242
H -1.484 1.773 1.808
H -0.494 2.738 1.153
O 2.100 -0.571 -1.424
H 2.068 0.155 -2.057
H 2.939 -0.434 -0.963

Summary:
Spin multiplicity: 1
Orbital gap: 0.45866 hartree
Total charge: +1
HOMO level: -0.5760 Ha
LUMO level: -3.19 eV

=====

# 2
Formula: H10N4Si2
Source: the Open Molecules 2025 dataset
Level of theory: ωB97M-V with the def2-TZVPD basis set

Geometry (Å):
N -1.813 0.808 1.268
N -1.972 -0.695 -1.135
N 0.859 -1.011 0.735
N 2.928 -0.361 -0.809
Si -2.720 -0.420 0.435
Si 1.504 0.221 -0.190
H -2.229 1.279 2.053
H -0.909 1.105 0.802
H -1.344 -1.445 -1.312
H -1.569 0.085 -1.559
H 0.065 -0.558 1.217
H 0.417 -1.849 0.303
H 3.596 0.100 -1.503
H 3.432 -1.104 -0.457
H 0.568 0.491 -1.299
H 1.706 1.354 0.692

Summary:
Spin multiplicity: 1
Orbital gap: 0.32979 hartree
HOMO level: -0.3059 Ha
LUMO level: 0.65 eV

=====

# 3
Formula: H10NO3
Source: the Open Molecules 2025 dataset
Level of theory: ωB97M-V with the def2-TZVPD basis set

Geometry (Å):
N -0.479 -0.289 0.128
H -1.410 0.135 0.186
H -0.546 -1.222 0.513
H -0.304 -0.417 -0.875
H 0.332 0.123 0.607
H -2.543 2.204 1.781
H -3.474 2.483 0.653
O -2.731 1.926 0.887
H 2.981 0.075 1.540
H 2.305 -1.106 0.921
O 2.299 -0.154 0.884
H 1.697 -0.626 -2.260
H 0.926 -1.887 -2.847
O 0.947 -1.244 -2.117

Summary:
Spin multiplicity: 1
Orbital gap: 0.44695 hartree
Total charge: +1
HOMO level: -0.5678 Ha
LUMO level: -3.29 eV

=====

# 4
Formula: H10NO3
Source: the Open Molecules 2025 dataset
Level of theory: ωB97M-V with the def2-TZVPD basis set

Geometry (Å):
N -0.150 -0.074 -0.778
H 0.693 -0.062 -0.193
H 0.104 -0.149 -1.768
H -0.778 -0.841 -0.565
H -0.654 0.871 -0.729
H 2.701 0.972 1.192
H 2.587 -0.320 1.879
O 2.114 0.176 1.159
H -2.464 2.171 -1.894
H -1.271 2.829 -1.081
O -1.639 2.002 -1.415
H 0.364 -2.691 1.541
H -1.202 -2.568 1.597
O -0.407 -2.314 1.054

Summary:
Spin multiplicity: 2
Orbital gap (spin up / spin down): 0.42630 / 0.11671 hartree
Total charge: +2
HOMO level (spin up / spin down): -0.7184 / -0.7184 Ha
LUMO level (spin up / spin down): -7.95 / -16.37 eV

=====

# 5
Formula: H10O5
Source: the Open Molecules 2025 dataset
Level of theory: ωB97M-V with the def2-TZVPD basis set

Geometry (Å):
O 2.071 -0.412 1.168
H 2.151 -0.784 2.048
H 2.771 -0.890 0.676
O 1.179 1.024 3.476
H 1.148 0.886 2.519
H 0.258 1.232 3.715
O -1.808 -0.516 -3.372
H -1.145 -1.178 -3.411
H -1.869 -0.144 -2.526
O 0.151 0.491 -0.737
H 0.681 0.240 0.022
H 0.836 0.748 -1.336
O -2.435 -0.029 -0.723
H -2.416 -0.992 -0.751
H -1.572 0.323 -0.768

Summary:
Spin multiplicity: 1
Orbital gap: 0.39956 hartree
HOMO level: -0.3978 Ha
LUMO level: 0.05 eV
Structure (SMILES): O.O.O.O.O

=====

# 6
Formula: H10O5
Source: the Open Molecules 2025 dataset
Level of theory: ωB97M-V with the def2-TZVPD basis set

Geometry (Å):
O -22.107 16.559 23.043
H -22.262 16.672 22.132
H -21.736 15.686 23.155
O -17.702 18.941 24.030
H -17.239 19.435 24.733
H -17.508 19.181 23.111
O -18.499 16.384 24.922
H -17.982 15.983 25.625
H -18.283 17.342 24.835
O -20.072 20.597 21.230
H -20.018 20.263 22.123
H -19.709 19.837 20.710
O -20.277 18.952 23.477
H -19.335 18.779 23.779
H -20.805 18.149 23.440

Summary:
Spin multiplicity: 1
Orbital gap: 0.39871 hartree
HOMO level: -0.3908 Ha
LUMO level: 0.21 eV
Structure (SMILES): O.O.O.O.O

=====

# 7
Formula: H10O5
Source: the Open Molecules 2025 dataset
Level of theory: ωB97M-V with the def2-TZVPD basis set

Geometry (Å):
O 0.754 -0.692 2.228
H 1.377 -0.339 1.579
H 0.457 -1.587 2.045
O 2.462 -0.528 -0.583
H 3.035 0.051 -1.109
H 1.683 -0.375 -1.151
O -0.094 -0.375 -2.474
H 0.214 0.212 -3.165
H -0.597 0.123 -1.785
O -1.328 1.165 -0.744
H -2.005 1.635 -1.215
H -1.471 0.854 0.173
O -1.654 0.119 1.761
H -2.157 -0.301 2.467
H -0.676 0.036 1.974

Summary:
Spin multiplicity: 1
Orbital gap: 0.42897 hartree
HOMO level: -0.4044 Ha
LUMO level: 0.67 eV
Structure (SMILES): O.O.O.O.O

=====

# 8
Formula: H10O5
Source: the Open Molecules 2025 dataset
Level of theory: ωB97M-V with the def2-TZVPD basis set

Geometry (Å):
O -6.566 -30.519 21.305
H -6.018 -30.668 22.081
H -6.455 -29.619 21.031
O -2.383 -29.213 24.578
H -2.650 -28.915 23.750
H -1.495 -29.472 24.372
O -3.923 -28.903 22.023
H -4.098 -29.057 21.110
H -4.348 -28.071 22.248
O -3.795 -32.071 20.685
H -2.941 -32.010 21.032
H -4.317 -31.657 21.370
O -4.821 -30.914 23.575
H -4.433 -30.101 23.246
H -4.329 -31.359 24.263

Summary:
Spin multiplicity: 1
Orbital gap: 0.41160 hartree
HOMO level: -0.4117 Ha
LUMO level: 0.00 eV
Structure (SMILES): O.O.O.O.O

=====

# 9
Formula: H10O5
Source: the Open Molecules 2025 dataset
Level of theory: ωB97M-V with the def2-TZVPD basis set

Geometry (Å):
O 1.109 -1.355 -1.551
H 1.088 -2.109 -2.175
H 0.184 -1.234 -1.351
O -1.304 -0.434 -0.759
H -1.581 0.134 0.006
H -1.465 0.108 -1.562
O 0.421 -0.972 1.451
H 1.178 -0.944 0.884
H -0.311 -1.232 0.883
O -1.457 1.562 1.235
H -1.377 0.934 1.961
H -0.561 1.609 0.876
O 1.063 1.532 0.045
H 1.326 1.006 -0.715
H 1.686 1.395 0.772

Summary:
Spin multiplicity: 1
Orbital gap: 0.42884 hartree
HOMO level: -0.4116 Ha
LUMO level: 0.47 eV
Structure (SMILES): O.O.O.O.O

=====

# 10
Formula: H10O5
Source: the Open Molecules 2025 dataset
Level of theory: ωB97M-V with the def2-TZVPD basis set

Geometry (Å):
O 0.883 -1.980 0.137
H 1.398 -1.149 -0.077
H 1.333 -2.344 0.919
O 2.418 0.148 0.000
H 1.791 0.904 -0.089
H 3.036 0.206 -0.722
O 0.517 2.182 0.026
H 0.490 2.773 -0.731
H -0.382 1.753 0.080
O -2.072 1.170 0.081
H -2.102 0.191 -0.065
H -2.484 1.267 0.999
O -1.771 -1.498 -0.164
H -0.820 -1.729 -0.035
H -2.064 -2.037 -0.913

Summary:
Spin multiplicity: 1
Orbital gap: 0.44900 hartree
HOMO level: -0.4192 Ha
LUMO level: 0.81 eV
Structure (SMILES): O.O.O.O.O

=====

# 11
Formula: H10O5
Source: the Open Molecules 2025 dataset
Level of theory: ωB97M-V with the def2-TZVPD basis set

Geometry (Å):
O -0.179 -1.209 -1.998
H -0.164 -1.133 -2.947
H 0.085 -0.298 -1.799
O 1.416 2.853 -1.153
H 1.737 3.689 -0.808
H 1.540 2.219 -0.424
O 1.739 1.455 1.322
H 1.225 2.032 1.881
H 1.077 0.811 1.037
O -1.177 -0.249 1.723
H -1.950 -0.589 2.179
H -1.127 -0.805 0.926
O -1.276 -2.679 0.317
H -2.163 -3.015 0.146
H -0.781 -3.083 -0.402

Summary:
Spin multiplicity: 1
Orbital gap: 0.42221 hartree
HOMO level: -0.4037 Ha
LUMO level: 0.50 eV
Structure (SMILES): O.O.O.O.O

=====

# 12
Formula: H10O5
Source: the Open Molecules 2025 dataset
Level of theory: ωB97M-V with the def2-TZVPD basis set

Geometry (Å):
O 0.359 -1.494 1.532
H 1.052 -1.716 1.039
H 0.488 -1.206 2.370
O 0.981 -0.530 -2.270
H 1.878 -0.249 -2.344
H 0.962 -0.478 -3.155
O -2.679 -1.513 1.176
H -3.120 -2.223 0.733
H -1.688 -1.351 1.209
O 0.278 0.678 -0.072
H 0.467 0.101 0.637
H 0.338 0.418 -0.928
O 0.438 3.352 0.272
H -0.309 3.739 -0.401
H 0.554 2.468 0.207

Summary:
Spin multiplicity: 1
Orbital gap: 0.38828 hartree
HOMO level: -0.3795 Ha
LUMO level: 0.24 eV
Structure (SMILES): O.O.O.O.O

=====

The calculation returns the following energy relative to the best compared isomer or geometry (same formula, charge and spin) values, one per record and in order: 6.1; 29.2; 12.0; 17.6; 26.5; 26.4; 17.9; 27.1; 14.9; 2.3; 23.4; 71.3 kcal per mole.
The calculation returns the following molar mass values, one per record and in order: 97.0; 122.3; 72.1; 72.1; 90.1; 90.1; 90.1; 90.1; 90.1; 90.1; 90.1; 90.1 g/mol.
The calculation returns the following total energy values, one per record and in order: -389.606547; -804.039260; -286.246260; -285.659271; -382.181907; -382.182051; -382.195572; -382.181050; -382.200389; -382.220582; -382.186844; -382.110488 a.u..